[1]
Entry from the OMol25 dataset: a molecular structure, C42H32Cl5P2Tl at a distorted geometry (ωB97M-V/def2-TZVPD).

```
82
Properties=species:S:1:pos:R:3
C -0.117 2.268 -1.991
C 0.978 1.705 -1.309
C 2.059 1.195 -2.055
C 2.053 1.277 -3.442
C 0.976 1.863 -4.108
C -0.121 2.327 -3.380
P 0.905 1.518 0.509
C 2.665 1.465 0.979
C 3.219 0.225 1.347
C 4.566 0.141 1.684
C 5.381 1.278 1.637
C 4.832 2.511 1.266
C 3.471 2.614 0.959
Tl -0.565 -0.417 2.087
P -1.449 -1.240 -0.532
C -0.399 -1.663 -1.948
C -0.730 -1.339 -3.276
C 0.123 -1.708 -4.315
C 1.334 -2.347 -4.049
C 1.700 -2.613 -2.728
C 0.842 -2.287 -1.682
C -2.204 -2.805 0.047
C -2.977 -2.762 1.225
C -3.311 -3.952 1.867
C -3.023 -5.185 1.266
C -2.367 -5.210 0.029
C -1.951 -4.031 -0.583
C -2.868 -0.234 -1.075
C -3.104 1.011 -0.448
C -4.227 1.763 -0.787
C -5.133 1.289 -1.740
C -4.910 0.060 -2.360
C -3.782 -0.704 -2.036
C 0.274 3.122 1.131
C 0.385 4.320 0.404
C -0.154 5.507 0.910
C -0.826 5.514 2.136
C -0.969 4.320 2.851
C -0.383 3.145 2.382
H -3.313 -1.803 1.618
H -3.842 -3.922 2.823
H -3.353 -6.116 1.739
H -2.204 -6.166 -0.475
H -1.460 -4.045 -1.552
H -1.660 -0.810 -3.496
H -0.162 -1.489 -5.345
H 1.990 -2.643 -4.868
H 2.652 -3.097 -2.512
H 1.113 -2.523 -0.647
H -2.394 1.380 0.307
H -4.389 2.723 -0.298
H -6.008 1.882 -1.988
H -5.610 -0.317 -3.103
H -3.609 -1.668 -2.526
H 0.893 4.336 -0.564
H -0.041 6.431 0.342
H -1.223 6.445 2.544
H -1.520 4.308 3.795
H -0.425 2.232 2.987
H 2.590 -0.669 1.376
H 4.979 -0.827 1.979
H 6.443 1.196 1.894
H 5.468 3.398 1.226
H 3.034 3.581 0.711
H 2.920 0.759 -1.546
H 2.895 0.880 -4.012
H 0.979 1.945 -5.190
H -0.975 2.755 -3.907
H -0.958 2.681 -1.430
H -0.385 2.344 -6.667
H -0.927 2.758 -6.349
Cl 1.306 0.718 4.697
C 1.479 -1.011 4.623
C 1.056 -1.658 3.486
C 1.180 -3.024 3.369
Cl 0.652 -3.775 1.892
C 1.684 -3.797 4.439
Cl 1.787 -5.498 4.284
C 2.081 -3.144 5.635
Cl 2.638 -4.058 6.963
C 1.993 -1.733 5.726
Cl 2.456 -0.899 7.148
```

The HOMO energy (spin up / spin down) is -13.69 / -13.69 eV. The total energy is -4775.19410 a.u. The calculation puts the HOMO-LUMO gap (spin up / spin down) at 0.1684 / 0.1686 Eh. As for the spin multiplicity: 1. The LUMO energy (spin up / spin down) comes out at -9.107 / -9.103 eV. The net charge is +2.



[2]
Entry from the OMol25 dataset: C5H8N2 in the gas phase (ωB97M-V/def2-TZVPD).

```
15
Properties=species:S:1:pos:R:3
C -1.326 -1.318 0.415
N -0.129 -0.541 0.180
C 1.152 -1.011 0.314
C 2.024 -0.014 -0.045
C 1.242 1.118 -0.400
C -0.081 0.766 -0.251
N -1.286 1.472 -0.485
H -2.189 -0.705 0.152
H -1.321 -2.218 -0.208
H -1.397 -1.615 1.467
H 1.330 -2.021 0.658
H 3.104 -0.084 -0.044
H 1.601 2.086 -0.728
H -1.522 2.079 0.294
H -1.201 2.052 -1.312
```

The HOMO energy is -7.88 eV. The total energy is -304.82298 a.u. The SMILES is Cn1cccc1N. The calculation puts the HOMO-LUMO gap at 0.3267 Eh. As for the spin multiplicity: 1. The LUMO energy comes out at 1.011 eV. Its energy above the lowest of the compared OMol25 structures with the same formula, charge and spin is 7.9 kcal/mol.



[3]
Entry from the OMol25 dataset: 2 unconnected molecules or ions with the total composition C6H10 (ωB97M-V/def2-TZVPD).

```
16
Properties=species:S:1:pos:R:3
C 0.268 0.620 -2.140
C 0.807 0.276 -0.992
C 1.125 -0.074 0.227
C 2.447 -0.328 0.895
H -0.056 -0.132 -2.858
H 0.036 1.660 -2.366
H 0.249 -0.200 0.857
H 3.306 -0.173 0.238
H 2.549 0.328 1.770
H 2.474 -1.358 1.273
C -2.174 -0.324 1.147
C -2.271 0.116 -0.106
H -2.114 -1.387 1.377
H -2.085 0.361 1.990
H -2.265 1.178 -0.351
H -2.295 -0.562 -0.960
```

The HOMO energy is -9.37 eV. The total energy is -234.50847 a.u. The SMILES is C=C=CC.C=C. The calculation puts the HOMO-LUMO gap at 0.3825 Eh. As for the spin multiplicity: 1. The LUMO energy comes out at 1.040 eV. Its energy above the lowest of the compared OMol25 structures with the same formula, charge and spin is 59.0 kcal/mol.